*i*
{"formula": "C8H14N2O2S2", "method": "ωB97M-V/def2-TZVPD", "smiles": "O=C1CCSSCCC(=O)NCCN1", "total_charge": 0, "elements": ["C", "C", "C", "C", "C", "C", "C", "C", "H", "H", "H", "H", "H", "H", "H", "H", "H", "H", "H", "H", "H", "H", "N", "N", "O", "O", "S", "S"], "xyz": [[1.42355, 1.29629, -0.96593], [1.04332, 0.73537, -2.32391], [-0.19157, -0.01617, -2.25320], [-2.45931, 1.18437, 0.79016], [-1.99177, -0.22091, 1.13383], [-1.05420, -0.35613, 2.30657], [0.87687, -1.67869, 0.86967], [2.06888, -0.92279, 0.19379], [2.01100, 0.02838, -2.64576], [1.30497, 1.62761, -2.94688], [-0.10875, -1.02574, -1.55950], [-0.56405, -0.35380, -3.28888], [-2.63312, 1.69644, 1.68094], [-3.68597, 0.99724, 0.72813], [-2.60877, -1.03245, 1.40297], [-1.57304, -0.70837, 0.11001], [0.80547, -0.89819, 2.85923], [0.01884, -1.84782, 0.23886], [1.52224, -2.66580, 1.05870], [2.26954, -1.43728, -0.74213], [2.99900, -1.15170, 0.61217], [1.72713, 1.07034, 0.92576], [0.21868, -0.86148, 1.96275], [2.02969, 0.53017, 0.05152], [1.26747, 2.50256, -0.95951], [-1.19383, 0.33832, 3.25730], [-1.79488, 0.90822, -2.16667], [-1.72741, 2.26201, -0.32999]]}

*ii*
{"formula": "C8H14N2O2S2", "method": "ωB97M-V/def2-TZVPD", "smiles": "O=C1CCSSCCC(=O)NCCN1", "total_charge": 0, "elements": ["C", "C", "C", "C", "C", "C", "C", "C", "H", "H", "H", "H", "H", "H", "H", "H", "H", "H", "H", "H", "H", "H", "N", "N", "O", "O", "S", "S"], "xyz": [[1.78222, 1.00201, -1.05375], [2.78891, 0.48714, 0.10343], [2.22085, -0.69338, 1.12964], [-1.04075, -2.52700, -0.68313], [-1.72293, -1.68653, 0.41896], [-2.52580, -0.52272, -0.36649], [-1.03750, 1.14390, 0.94765], [-0.25338, 2.19418, -0.04208], [3.37576, 1.04472, 0.94601], [3.69539, 0.37331, -0.64429], [1.27178, -0.24776, 1.46411], [2.93719, -0.94269, 1.91531], [-1.72633, -2.47955, -1.61773], [-0.68406, -3.48418, -0.34297], [-2.57625, -2.14385, 0.93905], [-1.20367, -1.35007, 1.29102], [-2.74905, 1.63403, -0.23943], [-0.32788, 0.36262, 1.58197], [-1.52856, 1.56455, 1.94028], [0.65091, 2.80438, 0.67724], [-0.90356, 3.10958, -0.43643], [0.07216, 1.65359, -2.14805], [-2.32046, 0.80245, 0.26418], [0.45655, 1.48124, -1.10179], [2.22707, 0.67172, -2.24123], [-3.04109, -0.52121, -1.49291], [1.75457, -2.13478, 0.12223], [0.40794, -1.59570, -1.33082]]}

Relative stability in kJ/mol, measured from the most stable structure: *i* 0.0; *ii* 88.1

*i*
{"formula": "C27H41CoNO3PS4Si", "method": "ωB97M-V/def2-TZVPD", "multiplicity": 5, "total_charge": 0, "s2": 6.019, "elements": ["Co", "C", "Si", "C", "N", "C", "C", "C", "C", "C", "C", "C", "C", "C", "C", "C", "C", "C", "C", "C", "C", "C", "H", "H", "H", "H", "H", "H", "H", "H", "H", "H", "H", "H", "H", "H", "H", "H", "H", "H", "H", "H", "H", "H", "H", "H", "C", "O", "C", "S", "S", "H", "H", "H", "C", "C", "C", "O", "P", "S", "S", "O", "C", "C", "C", "H", "H", "H", "H", "H", "H", "H", "H", "H", "H", "H", "H", "H", "H"], "xyz": [[-0.74410, 1.31888, -1.37335], [1.10417, 2.15263, -1.55268], [1.87938, 1.24877, -0.11362], [0.51088, 1.08825, 1.26645], [-0.89776, 1.16208, 0.76954], [-1.65671, -0.13270, 0.78354], [-2.62792, -0.28000, 1.95925], [-2.04098, 0.35164, 3.21472], [-1.84486, 1.85809, 2.98325], [-1.67012, 2.18802, 1.49145], [2.65044, -0.44010, -0.38830], [2.92822, -0.94682, -1.65571], [3.63003, -2.13311, -1.81241], [4.08365, -2.82410, -0.69965], [3.82752, -2.32562, 0.57171], [3.11410, -1.14809, 0.72194], [3.31412, 2.29363, 0.54575], [3.10113, 3.56100, 1.09191], [4.15988, 4.35313, 1.50690], [5.46210, 3.89242, 1.37523], [5.69680, 2.64528, 0.81460], [4.63267, 1.85868, 0.39914], [1.54347, 1.94729, -2.52732], [1.03793, 3.23197, -1.39981], [0.67268, 1.92265, 1.95287], [0.66930, 0.16785, 1.83288], [-0.93503, -0.94643, 0.78090], [-2.24155, -0.20998, -0.13638], [-2.82889, -1.34160, 2.11005], [-3.58062, 0.20323, 1.72829], [-1.08603, -0.12967, 3.44161], [-2.70191, 0.18427, 4.06556], [-0.98654, 2.21174, 3.55660], [-2.71980, 2.40640, 3.33700], [-1.16617, 3.14626, 1.37882], [-2.63923, 2.27030, 1.00231], [2.58685, -0.41312, -2.53538], [3.82374, -2.52245, -2.80261], [4.62830, -3.75183, -0.82043], [4.18666, -2.85761, 1.44472], [2.93043, -0.76152, 1.72058], [2.08599, 3.93562, 1.19054], [3.97267, 5.33335, 1.92716], [6.29170, 4.50619, 1.70163], [6.71062, 2.28499, 0.69460], [4.82605, 0.88986, -0.04449], [-1.98813, 5.81290, -0.09923], [-2.16568, 4.45522, -0.49905], [-2.06078, 4.15329, -1.79548], [-1.65808, 5.23729, -2.95718], [-2.47244, 2.50436, -2.15716], [-2.11346, 5.82272, 0.98113], [-2.73293, 6.45017, -0.57472], [-0.99548, 6.17152, -0.37083], [-3.12199, -3.01393, -3.83281], [-3.34646, -3.25804, -2.34973], [-4.45921, -2.37566, -1.80609], [-2.18756, -3.01866, -1.52082], [-0.68713, -2.56574, -1.86851], [0.26580, -3.70488, -3.15546], [-0.74783, -0.64200, -2.53401], [-0.12960, -2.56617, -0.37683], [-0.10888, -3.66053, 0.59832], [-1.03468, -3.25567, 1.73326], [-0.45452, -5.04240, 0.06831], [-4.05376, -3.19819, -4.36868], [-2.35468, -3.67853, -4.22031], [-2.81944, -1.98064, -4.00454], [-3.60641, -4.30900, -2.19098], [-4.20213, -1.32676, -1.96671], [-4.59699, -2.55116, -0.73861], [-5.39239, -2.59591, -2.32450], [0.91703, -3.66335, 0.95137], [-2.05501, -3.13990, 1.36377], [-0.70374, -2.31667, 2.18231], [-1.02184, -4.02878, 2.50237], [-1.50956, -5.11231, -0.19269], [-0.23117, -5.78261, 0.83795], [0.13584, -5.26971, -0.81320]]}

*ii*
{"formula": "C27H41CoNO3PS4Si", "method": "ωB97M-V/def2-TZVPD", "multiplicity": 5, "total_charge": 0, "s2": 6.018, "elements": ["Co", "C", "Si", "C", "N", "C", "C", "C", "C", "C", "C", "C", "C", "C", "C", "C", "C", "C", "C", "C", "C", "C", "H", "H", "H", "H", "H", "H", "H", "H", "H", "H", "H", "H", "H", "H", "H", "H", "H", "H", "H", "H", "H", "H", "H", "H", "C", "O", "C", "S", "S", "H", "H", "H", "C", "C", "C", "O", "P", "S", "S", "O", "C", "C", "C", "H", "H", "H", "H", "H", "H", "H", "H", "H", "H", "H", "H", "H", "H"], "xyz": [[-0.14921, -1.44296, -1.58090], [-2.13639, -1.00601, -1.70632], [-2.18876, 0.00425, -0.12874], [-0.97924, -0.86632, 1.16656], [0.08037, -1.69005, 0.54878], [1.44701, -1.12046, 0.59286], [2.35581, -1.72996, 1.66687], [1.55341, -2.03936, 2.92022], [0.48498, -3.08683, 2.58699], [0.10330, -3.04716, 1.09516], [-1.74996, 1.84703, -0.16490], [-1.65858, 2.57712, -1.34374], [-1.45943, 3.94753, -1.32332], [-1.35991, 4.61830, -0.11751], [-1.46157, 3.90903, 1.06803], [-1.65499, 2.53975, 1.03968], [-3.96892, -0.01961, 0.54679], [-4.58735, -1.19783, 0.95124], [-5.90608, -1.20963, 1.36990], [-6.63871, -0.03416, 1.38435], [-6.04782, 1.14457, 0.96166], [-4.73073, 1.14500, 0.54154], [-2.36885, -0.46290, -2.61727], [-2.73785, -1.91399, -1.66378], [-1.60202, -1.51316, 1.78238], [-0.54116, -0.11343, 1.82449], [1.36319, -0.04374, 0.73082], [1.92842, -1.29821, -0.37901], [3.16159, -1.02686, 1.88227], [2.81226, -2.65209, 1.30202], [1.09247, -1.11848, 3.28179], [2.21353, -2.41090, 3.70577], [-0.39385, -2.93156, 3.21395], [0.86746, -4.08449, 2.79970], [-0.88014, -3.49729, 0.94939], [0.82354, -3.62420, 0.50823], [-1.73843, 2.06779, -2.29219], [-1.37744, 4.49838, -2.24749], [-1.19660, 5.68684, -0.10018], [-1.39299, 4.42781, 2.01431], [-1.74145, 1.99630, 1.97112], [-4.02489, -2.12100, 0.93308], [-6.36840, -2.13681, 1.67920], [-7.66743, -0.03760, 1.71464], [-6.61505, 2.06489, 0.95224], [-4.27840, 2.06535, 0.20415], [-1.65747, -5.95132, -0.76326], [-0.76305, -4.89534, -1.06337], [-0.71853, -4.44149, -2.31597], [-1.69887, -4.98345, -3.51910], [0.54636, -3.31571, -2.59670], [-1.53546, -6.15832, 0.29808], [-1.41301, -6.83775, -1.35362], [-2.68839, -5.65954, -0.97592], [4.34034, 1.17654, -3.48890], [4.56954, 1.15524, -1.98954], [5.04282, -0.21524, -1.52103], [3.40309, 1.48318, -1.23342], [1.91090, 1.88992, -1.68779], [1.79766, 3.46800, -2.88338], [0.96967, 0.30099, -2.53179], [1.30401, 2.12101, -0.23309], [1.77708, 3.05099, 0.76802], [2.31353, 2.24461, 1.94393], [2.80266, 4.05012, 0.25965], [5.26088, 0.89901, -3.99702], [4.04450, 2.17332, -3.80924], [3.56176, 0.46319, -3.75823], [5.32316, 1.91170, -1.72097], [4.30079, -0.96344, -1.79081], [5.17998, -0.21733, -0.44241], [5.98750, -0.46067, -1.99998], [0.86786, 3.58300, 1.07285], [3.14875, 1.62321, 1.62643], [1.53014, 1.61387, 2.35830], [2.65350, 2.92713, 2.71867], [3.75120, 3.56196, 0.04608], [2.96238, 4.82122, 1.00905], [2.43999, 4.51849, -0.65033]]}

Relative stability in kJ/mol, measured from the most stable structure: *i* 0.0; *ii* 14.3

*i*
{"formula": "CH7N2", "method": "ωB97M-V/def2-TZVPD", "total_charge": 1, "elements": ["N", "H", "H", "H", "H", "C", "N", "H", "H", "H"], "xyz": [[1.56425, 0.88977, 0.01510], [2.39109, 0.24964, 0.14431], [1.61618, 0.85506, -1.10846], [0.47324, 0.37349, 0.26546], [1.62691, 1.83696, 0.26727], [-1.28864, -1.02780, -0.33005], [-0.71119, -0.11945, 0.34433], [-2.30186, -1.42330, 0.00545], [-0.83095, -1.31141, -1.27179], [-1.21421, 0.19413, 1.16205]]}

*ii*
{"formula": "CH7N2", "method": "ωB97M-V/def2-TZVPD", "total_charge": 1, "elements": ["N", "H", "H", "H", "H", "C", "N", "H", "H", "H"], "xyz": [[-0.53728, -0.11860, 1.58251], [-1.33830, -0.74828, 1.78468], [0.38469, -0.61641, 1.63998], [-0.64001, 0.83402, 2.07300], [-0.55029, 0.23699, 0.47147], [0.95432, -0.04652, -1.51669], [-0.05352, 0.47458, -0.90945], [1.01120, -0.15042, -2.66325], [1.60289, -0.73056, -0.91463], [-0.83369, 0.86521, -1.54762]]}

Relative stability in kJ/mol, measured from the most stable structure: *i* 0.0; *ii* 10.2

*i*
{"formula": "C3H3Br2F3", "method": "ωB97M-V/def2-TZVPD", "smiles": "FC(F)[C@](F)(Br)CBr", "total_charge": 0, "elements": ["C", "C", "C", "F", "F", "F", "Br", "Br", "H", "H", "H"], "xyz": [[-0.55605, 1.19543, -0.20868], [1.05273, -0.84430, 0.08532], [-0.41122, -0.34501, 0.13718], [1.16408, -2.00862, 0.71657], [1.92418, -0.02548, 0.67979], [-0.85093, -0.49031, 1.47528], [-2.26440, 2.05983, 0.11653], [-1.33254, -1.51733, -0.99073], [-0.48118, 1.11368, -1.27372], [0.27390, 1.79973, 0.21786], [1.48144, -0.93763, -0.95539]]}

*ii*
{"formula": "C3H3Br2F3", "method": "ωB97M-V/def2-TZVPD", "total_charge": 0, "elements": ["C", "C", "C", "F", "F", "F", "Br", "Br", "H", "H", "H"], "xyz": [[-1.35873, 0.09808, -0.15327], [0.11468, -0.26617, -0.62371], [1.19496, 0.26201, 0.33359], [0.39519, 0.19420, -1.83012], [0.34274, -1.56769, -0.77942], [2.47657, 0.03642, 0.05950], [0.96562, 1.96077, 1.03746], [0.70156, -1.47819, 2.03030], [-2.18384, -0.35161, -0.73030], [-1.37205, 1.22681, -0.20687], [-1.27668, -0.11464, 0.86284]]}

Relative stability in kJ/mol, measured from the most stable structure: *i* 0.0; *ii* 113.6

*i*
{"formula": "C2H3ClF2S", "method": "ωB97M-V/def2-TZVPD", "smiles": "FC(F)(Cl)CS", "total_charge": 0, "elements": ["C", "C", "F", "F", "S", "Cl", "H", "H", "H"], "xyz": [[0.13572, 0.13127, -0.30574], [0.62677, -1.04311, -1.27393], [0.72303, -2.27414, -0.65836], [-0.13565, -1.17505, -2.34670], [-0.96183, -0.54834, 1.00051], [2.34595, -0.65592, -1.61806], [0.94355, 0.63011, 0.21101], [-0.47353, 0.68836, -0.88525], [0.02721, -0.93916, 1.78806]]}

*ii*
{"formula": "C2H3ClF2S", "method": "ωB97M-V/def2-TZVPD", "total_charge": 0, "elements": ["C", "C", "F", "F", "S", "Cl", "H", "H", "H"], "xyz": [[-0.60153, 0.18083, 0.40998], [0.92485, 0.01054, 0.23399], [0.93391, -1.69382, -0.06047], [1.36031, 0.40353, -0.94529], [-1.64317, -0.14897, -1.16422], [1.94130, 0.26892, 1.60211], [-1.14863, -0.60193, 1.12561], [-0.94102, 1.14314, 0.84489], [-0.82602, 0.43774, -2.04660]]}

Relative stability in kJ/mol, measured from the most stable structure: *i* 0.0; *ii* 124.2

*i*
{"formula": "CHIS2", "method": "ωB97M-V/def2-TZVPD", "smiles": "IC1SS1", "total_charge": 0, "elements": ["C", "S", "S", "I", "H"], "xyz": [[-0.81731, -0.69316, 0.21471], [-0.47478, -1.70031, 1.62658], [-0.46240, -2.39206, -0.23839], [-2.70954, 0.02451, -0.16022], [0.02047, -0.04381, -0.26616]]}

*ii*
{"formula": "CHIS2", "method": "ωB97M-V/def2-TZVPD", "total_charge": 0, "elements": ["C", "S", "S", "I", "H"], "xyz": [[0.55729, -0.68319, -0.91294], [-0.46861, -0.23245, -2.02609], [1.44673, -1.12911, 0.26734], [-1.28177, 1.18010, 1.92013], [-0.25365, 0.86466, 0.75157]]}

Relative stability in kJ/mol, measured from the most stable structure: *i* 73.6; *ii* 0.0

*i*
{"formula": "C4H6NP", "method": "ωB97M-V/def2-TZVPD", "total_charge": 0, "elements": ["C", "C", "C", "C", "N", "P", "H", "H", "H", "H", "H", "H"], "xyz": [[1.74846, 0.25288, -1.91911], [0.67778, 0.43714, -1.45547], [-0.58422, 0.37607, -0.75151], [-0.45797, 0.33042, 0.84574], [-0.45809, -0.96997, 1.45226], [0.90634, -1.59702, 2.00124], [2.58120, 0.12157, -2.58680], [-1.11120, 1.40963, -0.77562], [-1.10241, -0.60004, -0.98843], [0.52568, 0.76834, 1.17619], [-1.35475, 0.88154, 1.18930], [-1.37081, -1.41054, 1.81222]]}

*ii*
{"formula": "C4H6NP", "method": "ωB97M-V/def2-TZVPD", "total_charge": 0, "elements": ["C", "C", "C", "C", "N", "P", "H", "H", "H", "H", "H", "H"], "xyz": [[-0.61720, -2.45097, 0.33825], [-0.63951, -1.32420, 0.01676], [-0.66005, 0.07572, -0.35230], [0.50419, 0.63280, 0.44623], [1.83672, 0.62856, -0.26308], [3.01047, -0.49154, -0.01543], [-0.61512, -3.44813, 0.80590], [-0.42677, 0.34561, -1.49611], [-1.57379, 0.64524, -0.18255], [0.26130, 1.57618, 0.76990], [0.71470, 0.12332, 1.36384], [1.85374, 1.11899, -1.10529]]}

Relative stability in kJ/mol, measured from the most stable structure: *i* 17.9; *ii* 0.0

*i*
{"formula": "C5H13NP", "method": "ωB97M-V/def2-TZVPD", "total_charge": 1, "elements": ["C", "C", "C", "C", "C", "N", "P", "H", "H", "H", "H", "H", "H", "H", "H", "H", "H", "H", "H", "H"], "xyz": [[0.83634, -0.56876, -0.61700], [3.30106, -0.74131, -0.71824], [-1.08020, 1.41712, 1.94864], [1.96819, -0.56568, -1.56341], [-1.72074, -0.11736, 0.37697], [-3.17518, 0.21404, 0.06860], [-0.59940, 0.27609, -1.01261], [1.11177, -0.93481, 0.36718], [3.16302, -1.22906, 0.14609], [4.11207, -1.15175, -1.19117], [3.64378, 0.17505, -0.56080], [-0.07591, 1.12435, 2.19890], [-1.89712, 1.13247, 2.61894], [-1.51700, 2.24567, 1.48263], [1.79062, -1.38746, -2.23869], [2.05488, 0.29600, -2.17582], [-1.50871, -1.03432, 0.85211], [-3.54468, -0.32957, -0.81635], [-3.17425, 1.17983, -0.07120], [-3.68854, -0.00056, 0.90520]]}

*ii*
{"formula": "C5H13NP", "method": "ωB97M-V/def2-TZVPD", "total_charge": 1, "elements": ["C", "C", "C", "C", "C", "N", "P", "H", "H", "H", "H", "H", "H", "H", "H", "H", "H", "H", "H", "H"], "xyz": [[-0.89074, 3.07137, 2.28795], [-0.48180, -1.92774, -1.63236], [1.65078, -2.74141, -0.61309], [-0.69597, 2.02484, -0.31564], [0.60499, -1.64186, -0.67028], [0.61677, -0.60618, 0.11465], [0.19210, 2.99225, 0.87039], [-0.78591, 2.10141, 2.74029], [-0.60797, 3.77512, 3.08604], [-1.23146, -1.11770, -1.30949], [-0.09374, -1.76306, -2.59179], [-0.72198, -3.01129, -1.57314], [2.54218, -2.21299, -0.57877], [1.48863, -3.28508, -1.55083], [1.68190, -3.33861, 0.21624], [-0.40241, 2.38913, -1.31989], [-1.73884, 1.82856, -0.18564], [-2.03309, 3.21212, 2.14196], [1.21155, -0.58884, 0.98001], [-0.30500, 0.83997, -0.09661]]}

Relative stability in kJ/mol, measured from the most stable structure: *i* 171.0; *ii* 0.0